{
  "formula": "C4H7O2PS2",
  "method": "ωB97M-V/def2-TZVPD",
  "elements": ["H", "H", "O", "P", "H", "C", "H", "S", "H", "C", "H", "S", "H", "O", "C", "C"],
  "xyz": [[0.245, -2.335, 0.757], [-1.587, -1.079, 2.029], [-2.478, -0.256, -1.169], [-0.484, 1.856, -0.802], [-0.780, -1.720, -0.685], [1.958, -0.244, -0.809], [1.344, -0.175, -1.715], [-2.651, 0.116, 0.218], [-0.627, 3.198, -0.212], [-1.554, -1.041, 0.996], [2.440, -1.204, -0.815], [1.241, 2.052, 0.518], [2.941, 0.499, 0.774], [-1.493, 1.419, 0.470], [2.191, 0.705, 0.044], [-0.707, -1.793, 0.403]],
  "e_homo_ev": -8.594,
  "fmax_ha_per_bohr": 0.08991,
  "energy_ha": -1444.70392,
  "e_lumo_ev": 0.23,
  "de_lowest_kcal_mol": 11.6,
  "gap_ev": 8.821
}

---

{
  "formula": "C7H9N",
  "method": "ωB97M-V/def2-TZVPD",
  "elements": ["H", "C", "C", "C", "C", "H", "H", "H", "C", "H", "H", "N", "C", "C", "H", "H", "H"],
  "xyz": [[0.515, -1.045, -3.363], [0.303, -0.228, -1.438], [1.168, 0.051, 1.440], [0.087, 0.649, 0.816], [0.400, -0.748, 2.226], [-1.643, 1.494, 1.983], [0.984, -0.945, -0.962], [-0.603, -0.625, -2.014], [0.496, -0.080, -2.860], [2.084, -0.223, 0.900], [0.039, 0.786, -3.323], [-0.648, -0.199, 2.970], [-1.168, 0.505, 1.794], [-0.223, 0.762, -0.536], [-1.999, -0.041, 1.324], [0.436, -1.844, 2.074], [-0.227, 1.732, -1.033]],
  "e_homo_ev": -7.409,
  "fmax_ha_per_bohr": 0.12157,
  "energy_ha": -326.55318,
  "e_lumo_ev": -0.64,
  "de_lowest_kcal_mol": 212.0,
  "gap_ev": 6.767
}